1.
18
Properties=species:S:1:pos:R:3:forces:R:3 method="wB97M-V/def2-TZVPD" e_lumo_ev=0.70 homo_lumo_gap_ev=8.67 e_homo_ev=-7.979 max_force_ev_per_a=4.917 total_energy_ev=-11844.0169 relative_energy_kcal_mol=124.3
N 1.60821 -1.65340 -0.01141 -0.885 0.324 0.218
H -0.77007 -1.04395 2.19235 0.151 0.353 0.161
N -0.01848 0.46011 -1.96573 -0.272 0.211 -1.722
C -1.53986 -0.95152 1.44792 1.059 -0.080 0.134
N 1.86915 1.71379 0.18574 -0.665 -1.411 0.543
H 2.49606 1.31769 -0.50479 0.134 1.179 0.222
C 0.78972 0.84157 0.51026 -0.470 -0.644 0.408
C -1.26539 -0.64548 0.17847 -1.811 3.042 -1.982
H -2.53679 -1.20548 1.77816 -0.107 -0.317 -0.348
H -0.81750 0.21032 -2.53232 0.007 -0.017 0.405
O -2.24417 -0.75440 -0.77432 0.007 0.013 -0.344
H 1.71382 2.66414 0.49930 0.744 -0.325 -0.851
H 0.39792 1.33046 -2.26733 -0.223 0.036 0.417
C 0.84700 -0.64001 0.11296 4.388 0.681 -0.462
C -0.05466 0.21627 -0.60852 -1.896 -3.253 3.162
H 0.27573 1.12958 1.41938 -0.254 0.108 -0.059
H -3.00492 -1.23836 -0.43341 0.108 -0.116 0.110
H 2.25425 -1.75131 0.77329 -0.014 0.216 -0.011

2.
20
Properties=species:S:1:pos:R:3:forces:R:3 method="wB97M-V/def2-TZVPD" e_lumo_ev=0.26 homo_lumo_gap_ev=8.90 e_homo_ev=-8.637 max_force_ev_per_a=3.399 smiles="NC1(N)C[C@]1(O)O[C@@H]1N=C1O" total_energy_ev=-15939.8352 relative_energy_kcal_mol=85.4
N 1.93238 0.50723 -2.46092 -0.361 -1.461 -0.774
N -0.95675 -1.62914 0.05051 -1.375 -0.742 -0.365
H -0.96270 1.58514 1.25177 0.389 -0.756 0.013
C -0.53840 0.56345 1.25356 -0.879 1.711 -2.778
O 3.09776 -1.33739 -1.34375 0.544 -0.782 0.652
O 1.53559 -0.64662 1.04241 0.872 0.004 -0.051
H 1.07307 -1.46161 0.84279 0.269 -0.948 0.302
H -0.61628 1.23199 -1.30583 0.442 1.617 -0.201
H -0.46227 -2.11458 -0.70149 -0.815 -0.355 0.073
O 1.19601 1.39803 -0.19804 0.954 -0.986 -0.027
C 2.52984 -0.21153 -1.59882 -1.007 3.247 -0.006
C 2.20506 1.13770 -1.17021 0.944 -0.865 1.472
C 0.67105 0.24471 0.50054 -0.742 1.779 -1.909
H -1.16165 0.03833 -2.06001 0.208 -1.870 -2.099
H -2.02787 -1.77914 0.01319 2.540 0.140 -0.078
H 3.15571 -1.88099 -2.12268 -0.049 -0.548 -0.830
H 3.00385 1.89228 -1.19804 -0.742 0.067 0.428
H -0.56544 0.00124 2.10319 -0.555 -1.307 2.273
N -1.22846 0.46649 -1.19996 -0.504 0.593 2.526
C -0.64391 -0.26313 -0.09620 -0.135 1.461 1.379